Computed, not measured: a cluster of 2 separate species, C4H8N2O2S in total, with ωB97M-V/def2-TZVPD.

Structure (XYZ):
```
17
Properties=species:S:1:pos:R:3
C -1.09372 -0.75466 -1.60731
C -1.31398 -1.25169 -0.20922
C 0.21779 0.43635 -0.38702
C 0.15270 -0.65940 1.75595
N -0.22328 0.17319 -1.67631
N -0.50154 -0.30695 0.53173
O 1.23074 2.26619 1.23539
O 1.64654 2.45277 -1.21062
S 0.52821 2.23882 -0.01846
H -1.62010 -1.11880 -2.47150
H -2.36372 -1.18556 0.09865
H -0.98664 -2.29447 -0.09641
H 1.99975 0.05777 -0.07062
H -0.46613 -1.34182 2.33424
H 1.12976 -1.12116 1.52581
H 0.35077 0.24330 2.33223
H 1.31284 2.16612 -2.06654
```

Results
Energy above the lowest of the compared OMol25 structures with the same formula, charge and spin: 4.241 eV
Kohn-Sham gap (spin up / spin down): 8.29 / 8.29 eV
Highest occupied orbital energy (spin up / spin down): -0.3045 / -0.3044 Ha
Calculated total energy: -815.25117 a.u.

Computed, not measured: a cluster of 2 separate species, C4H13NO in total, with ωB97M-V/def2-TZVPD.

Structure (XYZ):
```
19
Properties=species:S:1:pos:R:3
C 1.10915 0.64881 -1.13352
N 0.58323 -0.57576 -0.48165
C -1.88795 -0.17387 -0.95516
C -0.76213 -0.54835 -0.05389
C -0.83298 0.52796 1.07229
H 0.85430 0.56740 -2.16187
H 2.18699 0.86981 -0.97278
H 0.66971 1.58771 -0.58864
H 0.66420 -1.39895 -1.07204
H -2.78746 -0.23453 -0.31227
H -2.04660 -0.98327 -1.75595
H -1.86347 0.87111 -1.44346
H -0.98349 -1.52827 0.25148
H -1.52227 0.24334 1.81991
H -0.84356 1.43800 0.47028
H 0.13323 0.35067 1.48435
H 3.24708 -0.60096 2.01322
H 1.77250 -0.71897 1.49198
O 2.30953 -0.34187 2.32770
```

Results
SMILES: CNC(C)C.O
Energy above the lowest of the compared OMol25 structures with the same formula, charge and spin: 1.817 eV
Kohn-Sham gap: 9.95 eV
Highest occupied orbital energy: -0.3332 Ha
Calculated total energy: -290.13015 a.u.

Computed, not measured: a cluster of 2 separate species, C5H11N3 in total, with ωB97M-V/def2-TZVPD.

Structure (XYZ):
```
19
Properties=species:S:1:pos:R:3
C -3.72855 1.66942 1.07404
C 0.71990 -0.21760 0.37672
C -3.24201 -0.24218 -0.44914
C 4.04205 0.73077 -0.18018
C 0.44649 -1.61451 -0.05180
N -3.25311 0.87354 0.39147
N 2.73245 0.69100 -0.53141
N 1.84073 0.21808 0.05524
H 0.04602 0.38672 0.95623
H -3.54596 -0.98460 0.29540
H -2.29546 -0.10540 -1.01459
H -3.98953 -0.12039 -1.27013
H 4.47417 1.73967 -0.38723
H 4.42580 0.42757 0.68668
H 4.46945 0.31032 -1.13966
H 1.40352 -2.15828 -0.33642
H -0.38119 -1.68063 -0.71240
H -0.00048 -2.31024 0.64862
H -4.16429 2.38675 1.58856
```

Results
Energy above the lowest of the compared OMol25 structures with the same formula, charge and spin: 6.890 eV
Kohn-Sham gap: 10.03 eV
Highest occupied orbital energy: -0.6646 Ha
Total charge: +2
Calculated total energy: -360.54953 a.u.

Computed, not measured: the molecule C5H4N2, with ωB97M-V/def2-TZVPD.

Structure (XYZ):
```
11
Properties=species:S:1:pos:R:3
C 0.14021 2.52114 -1.94535
C 0.41035 1.61902 -1.10090
C 0.30871 0.54167 -0.27351
C 0.95633 -0.70444 -0.21982
N 0.23439 -1.47270 0.63611
N -0.82208 -0.98830 1.17248
C -0.89178 0.33801 0.60780
H -1.60792 0.41729 -0.21798
H 1.81745 -1.08780 -0.74243
H 0.48608 -2.42667 0.89187
H -1.19238 1.07911 1.35109
```

Results
Energy above the lowest of the compared OMol25 structures with the same formula, charge and spin: 5.725 eV
Kohn-Sham gap: 7.23 eV
Highest occupied orbital energy: -0.3163 Ha
Calculated total energy: -302.21790 a.u.

Computed, not measured: the molecule C12H17BOS, with ωB97M-V/def2-TZVPD.

Structure (XYZ):
```
32
Properties=species:S:1:pos:R:3
B 1.37969 -1.18342 -0.15055
C -4.77886 0.31874 -0.06056
C -4.30921 1.27600 -0.95707
C -3.86014 -0.47055 0.65067
C -3.08070 1.69664 -0.95518
C -2.48854 -0.00439 0.66036
C -2.13169 1.12173 -0.07273
C 2.11361 1.07000 -0.34628
C 1.85287 -1.93027 1.19900
C 0.13701 -1.93499 -0.88118
C 2.70657 2.23872 -1.04426
C 1.75996 1.30552 1.12172
C 0.35368 0.72606 1.31105
O 1.93195 -0.12468 -0.83921
S -0.38147 1.69003 -0.10704
H -5.76063 0.03434 0.07235
H -4.98822 1.91146 -1.55285
H -4.19608 -1.11435 1.40570
H -2.80388 2.42183 -1.76313
H -1.77437 -0.64433 1.19119
H 1.92067 -2.96086 0.88769
H 1.09156 -1.63955 1.86453
H 2.60614 -1.42497 1.74285
H -0.89631 -1.50886 -0.50166
H 0.11843 -2.95962 -0.79633
H 0.09920 -1.86567 -1.96574
H 3.02979 2.11935 -2.13834
H 3.62999 2.60842 -0.44504
H 1.98625 2.99256 -1.00162
H 1.82514 2.39998 1.31379
H 2.40860 0.78534 1.77122
H -0.10492 0.96625 2.25945
```

Results
Energy above the lowest of the compared OMol25 structures with the same formula, charge and spin: 4.725 eV
Kohn-Sham gap (spin up / spin down): 6.11 / 6.20 eV
Highest occupied orbital energy (spin up / spin down): -0.2465 / -0.2480 Ha
Calculated total energy: -965.58113 a.u.

Computed, not measured: a cluster of 3 separate species, C23H44F8O14P2S in total, with ωB97M-V/def2-TZVPD.

Structure (XYZ):
```
92
Properties=species:S:1:pos:R:3
C -0.21681 1.60037 3.13574
O 0.12682 2.92129 2.59534
C 1.33621 3.49112 3.20300
C 0.99702 4.96417 3.89729
O 1.43482 4.76399 5.30559
S 0.01098 5.03688 6.21076
O -0.86444 3.79790 6.52754
O 0.46872 5.56839 7.61661
O -0.67561 6.21383 5.18157
C -0.54059 5.53079 3.85229
C -0.93971 6.74593 2.81962
C -1.75614 6.26067 1.47767
O -3.20317 6.61488 1.65844
C -4.02962 5.63817 0.90665
C -4.44851 4.30427 1.76257
F -3.52470 4.05548 2.93168
F -4.22350 3.12111 0.85137
C -6.03654 4.23426 2.19528
F -6.71392 3.41619 1.12087
F -6.72535 5.57297 2.13828
C -6.30477 3.42316 3.60145
F -5.60223 2.09685 3.63143
F -7.77620 3.08738 3.64599
C -5.96944 4.27354 4.96214
F -5.04184 3.42370 5.79554
F -5.34567 5.59816 4.73971
H 0.35662 1.28607 4.10493
H -1.36875 1.65739 3.44502
H -0.16601 0.81074 2.26052
H 2.07152 3.74792 2.29753
H 1.93640 2.77010 3.90175
H 1.62840 5.83895 3.44391
H -1.26653 4.62473 3.99909
H 0.03733 7.31472 2.51742
H -1.66818 7.47685 3.40470
H -1.31354 6.69305 0.46894
H -1.65837 5.08086 1.38900
H -3.35227 5.25851 0.00572
H -4.95161 6.17723 0.39254
H -6.95837 4.36865 5.62380
O 1.62322 -1.82606 2.21596
P 3.07915 -1.71587 1.70055
O 2.73838 -2.43474 0.24986
C 2.13632 -1.63072 -0.74960
C 3.13714 -0.66788 -1.35863
O 3.57065 -3.06017 2.55338
C 2.97120 -3.38913 3.79934
C 1.91632 -4.46498 3.60180
O 4.70585 -1.59275 1.12470
C 5.63049 -2.67482 1.07729
C 5.21950 -3.84077 0.18795
H 1.27892 -1.09050 -0.33370
H 1.76004 -2.30389 -1.52597
H 3.46066 0.07430 -0.62133
H 2.69997 -0.13735 -2.20825
H 4.03411 -1.19842 -1.69526
H 2.56040 -2.50018 4.28899
H 3.75868 -3.77387 4.45507
H 1.20160 -4.20045 2.81585
H 1.36387 -4.64365 4.52866
H 2.38443 -5.40315 3.28781
H 5.87011 -3.01025 2.09283
H 6.55870 -2.25751 0.67587
H 4.35811 -4.37807 0.58545
H 6.04309 -4.55615 0.10173
H 4.95790 -3.48996 -0.81458
O -0.12410 -1.97969 -5.64466
P -0.46760 -3.46835 -5.39279
O 1.10402 -3.96879 -5.52296
C 1.94061 -3.78751 -4.39376
C 1.61687 -4.78906 -3.30211
O -0.95351 -3.70870 -6.96829
C -1.54941 -2.65525 -7.71334
C -0.51342 -2.00378 -8.61421
O -0.85139 -5.13160 -5.11139
C -0.91485 -6.12921 -6.12571
C 0.38777 -6.37620 -6.87501
H 1.85317 -2.76153 -4.02002
H 2.97285 -3.93297 -4.72667
H 0.61943 -4.60514 -2.88931
H 2.34146 -4.72413 -2.48652
H 1.61780 -5.81059 -3.69685
H -2.03233 -1.92675 -7.05393
H -2.33979 -3.09217 -8.33182
H 0.38519 -1.71039 -8.06199
H -0.92569 -1.11711 -9.10415
H -0.18383 -2.70734 -9.38509
H -1.73919 -5.91354 -6.81506
H -1.18969 -7.05716 -5.61558
H 0.67220 -5.52725 -7.49716
H 0.28474 -7.24584 -7.53123
H 1.20748 -6.56422 -6.17552
```

Results
SMILES: COC[C@@H]1OS(=O)(=O)O[C@H]1CCOCC(F)(F)C(F)(F)C(F)(F)C(F)F.CCOP(=O)(OCC)OCC.CCOP(=O)(OCC)OCC
Kohn-Sham gap: 7.49 eV
Highest occupied orbital energy: -0.3619 Ha
Calculated total energy: -3835.43513 a.u.

Computed, not measured: a structure of composition C34H51BFN6O3V, with ωB97M-V/def2-TZVPD.

Structure (XYZ):
```
97
Properties=species:S:1:pos:R:3
V 0.22585 0.43671 0.09620
C -0.08232 -2.30860 -4.80205
C 0.55613 -2.28247 -3.44890
C 1.70371 -2.91010 -3.01779
C 1.83143 -2.55868 -1.65291
N 0.84439 -1.75439 -1.29614
N 0.06777 -1.57858 -2.40506
B -1.32266 -0.92906 -2.21206
N -1.25753 0.64703 -2.06813
N -1.35376 1.29244 -0.85043
C -1.79104 2.51414 -1.08212
C -1.97177 2.69915 -2.46641
C -1.61018 1.51123 -3.04959
C -1.53036 1.15686 -4.49425
C -2.07362 3.51543 0.00868
C -1.69297 2.97306 1.38640
C -3.58039 3.81000 -0.01545
C -1.29635 4.80753 -0.27136
N -1.99451 -1.52940 -0.95468
N -1.61334 -1.20811 0.32490
C -2.38922 -1.92670 1.12548
C -3.25389 -2.74766 0.36833
C -2.96839 -2.46159 -0.94399
C -3.54786 -3.05499 -2.18829
C -2.34393 -1.85881 2.63364
C -3.73628 -1.47478 3.15230
C -1.96035 -3.24062 3.18222
C -1.32805 -0.83499 3.11618
C 2.90719 -2.98582 -0.67800
C 3.40998 -4.38213 -1.05496
C 2.34979 -3.02203 0.74589
C 4.07201 -1.98625 -0.75077
H 0.48301 -2.97583 -5.45257
H -0.09705 -1.32076 -5.26515
H -1.11476 -2.66168 -4.75999
H 2.34166 -3.55108 -3.60857
H -1.99798 -1.17830 -3.17832
H -2.28754 3.59592 -2.97944
H -1.73205 2.04374 -5.09458
H -2.24377 0.37668 -4.76639
H -0.53092 0.79459 -4.74584
H -2.28609 2.08930 1.63786
H -1.86829 3.74092 2.14469
H -0.63853 2.69668 1.42405
H -4.15753 2.89820 0.16501
H -3.88713 4.22128 -0.98167
H -3.82940 4.53880 0.76335
H -0.22058 4.61906 -0.29622
H -1.50796 5.54417 0.51097
H -1.58696 5.24000 -1.23391
H -3.99752 -3.44423 0.72817
H -4.28294 -3.81169 -1.91488
H -2.77747 -3.53038 -2.79945
H -4.03866 -2.30335 -2.80844
H -4.47750 -2.24228 2.91034
H -4.06588 -0.53250 2.70510
H -3.71348 -1.35066 4.24086
H -2.65335 -4.01226 2.83545
H -1.97547 -3.23029 4.27706
H -0.95399 -3.51622 2.85310
H -1.64058 0.18389 2.85841
H -0.35128 -1.00832 2.67063
H -1.23014 -0.89319 4.20387
H 2.59112 -5.10644 -1.07288
H 4.15038 -4.71573 -0.32196
H 3.88933 -4.38473 -2.03870
H 1.55911 -3.77561 0.83144
H 1.93384 -2.05884 1.02746
H 3.15225 -3.26919 1.44798
H 4.43316 -1.89233 -1.78034
H 4.90174 -2.32806 -0.12240
H 3.76641 -1.00254 -0.38891
C 3.42213 1.94787 3.90411
C 2.27014 1.01468 3.60050
C 2.19259 -0.10856 4.63122
O 1.07365 1.79159 3.63188
C 2.45583 0.34753 2.22734
O 3.54722 -0.04258 1.87956
O 1.34249 0.14151 1.56480
H 3.35440 2.29619 4.93860
H 3.38739 2.81255 3.23801
H 4.36777 1.43040 3.74967
H 2.05063 0.32192 5.62476
H 3.11260 -0.69940 4.61934
H 1.35215 -0.76935 4.41217
H 0.47081 1.36490 3.00710
F 3.54932 5.36716 -1.94649
C 2.85988 4.28258 -1.48176
C 2.59474 4.18645 -0.13518
C 1.87657 3.07750 0.31940
C 1.40581 2.04481 -0.51246
C 1.74879 2.21350 -1.87306
C 2.45713 3.31184 -2.37142
H 2.94305 4.96226 0.53842
H 1.68012 3.02614 1.39080
H 1.45978 1.44946 -2.59472
H 2.69834 3.41445 -3.42461
```

Results
Energy above the lowest of the compared OMol25 structures with the same formula, charge and spin: 0.660 eV
Kohn-Sham gap (spin up / spin down): 5.97 / 7.84 eV
Highest occupied orbital energy (spin up / spin down): -0.1305 / -0.1992 Ha
Spin multiplicity: 4
Total charge: -1
Calculated total energy: -2949.38920 a.u.

Computed, not measured: a structure of composition C22H73NO14, with ωB97M-V/def2-TZVPD.

Structure (XYZ):
```
110
Properties=species:S:1:pos:R:3
C 1.63678 -1.02320 2.88230
C 2.36726 -1.65949 1.67818
O 2.36375 -3.03744 2.00242
H 2.18391 -0.97252 3.82367
H 0.69282 -1.54054 3.05372
H 1.34015 -0.00021 2.65075
H 3.38365 -1.28098 1.56971
H 1.82003 -1.37279 0.78015
H 3.19977 -3.27818 2.40827
C -2.68638 -1.47643 3.30629
C -2.94956 -2.34484 2.13676
O -2.62251 -3.64642 2.46561
H -2.77785 -0.40338 3.13806
H -1.74034 -1.62229 3.82766
H -3.39931 -1.80068 4.06437
H -2.28407 -2.08879 1.31234
H -3.90856 -2.25721 1.62612
H -2.17189 -4.15475 1.78726
C 0.81752 -1.49849 -4.32304
C 1.50925 -0.66248 -3.27183
O 1.46408 -1.42177 -2.07185
H 0.62432 -0.96368 -5.25296
H -0.17932 -1.81822 -4.01941
H 1.45323 -2.35887 -4.53211
H 0.89779 0.23615 -3.19009
H 2.54075 -0.41519 -3.52275
H 0.61567 -1.32104 -1.63406
C 2.27390 3.90582 -2.14181
C 0.82125 3.68450 -1.70847
O 0.57257 4.26644 -0.47087
H 2.49376 3.44135 -3.10307
H 2.92020 3.34787 -1.46425
H 2.48715 4.96997 -2.04082
H 0.68038 2.60508 -1.65258
H 0.08687 4.13222 -2.37804
H 1.40224 4.38470 -0.00263
C -1.59960 4.13177 1.96363
C -0.12358 4.19346 2.37933
O 0.03763 3.26686 3.45120
H -1.68957 4.98082 1.28605
H -2.38557 4.28759 2.70259
H -1.65657 3.14955 1.49447
H 0.09583 5.23027 2.63425
H 0.45633 3.94481 1.49052
H -0.49268 3.69317 4.12843
C -1.01992 0.95292 2.45438
C -0.27568 0.56794 3.75981
O 0.73687 1.54552 3.93314
H -0.37099 1.24048 1.62715
H -1.68960 1.78213 2.68243
H -1.66956 0.19176 2.02229
H 0.22923 -0.39797 3.77429
H -1.00754 0.52878 4.56661
H 0.35459 2.35239 3.58042
C -2.49006 -1.63820 -4.17188
C -2.23794 -0.14136 -4.11077
O -1.41366 0.04012 -3.00712
H -3.30242 -1.92285 -3.50319
H -1.58298 -2.17540 -3.89486
H -2.72248 -1.98922 -5.17730
H -3.12124 0.49664 -4.08161
H -1.70666 0.15648 -5.01472
H -0.94132 0.86756 -3.12481
C 4.16489 -2.75316 -0.36251
C 2.85240 -2.76249 -1.11943
O 3.08554 -2.43336 -2.45387
H 4.75081 -3.65631 -0.53318
H 3.85563 -2.60012 0.67144
H 4.69715 -1.85012 -0.66137
H 2.15491 -2.08861 -0.62195
H 2.30584 -3.69869 -1.00593
H 2.35775 -1.82156 -2.58660
C 2.19726 1.25529 0.64719
C 1.83324 2.44079 1.59248
O 2.95379 3.13915 1.91857
H 2.57419 0.47052 1.30306
H 2.99136 1.55156 -0.03818
H 1.35128 0.84767 0.09377
H 1.44339 1.89283 2.45030
H 1.01363 3.08281 1.26974
H 3.71085 2.56756 2.06606
C -0.26866 -1.86605 0.51403
C -0.96789 -1.01441 -0.61051
C -0.57794 0.48144 -0.77745
O -0.94284 1.25912 0.34587
C -0.47466 2.62239 0.22790
N -0.73402 -1.81272 -1.87202
H 0.80711 -1.94707 0.35832
H -0.59881 -2.90392 0.47032
H -0.46881 -1.46296 1.50678
H -2.02876 -1.06624 -0.36559
H -0.91319 0.94083 -1.70733
H 0.50571 0.53128 -0.88383
H -1.01957 3.21013 -0.51084
H 0.56428 2.65921 -0.09973
H -0.62793 3.16280 1.16202
H -1.08295 -2.73956 -1.67370
H -1.26389 -1.47634 -2.66335
O -1.43253 -3.53345 -1.24838
H -2.16894 -3.99589 -1.64848
H -0.66907 -4.07168 -1.45734
O -1.41582 -3.97053 0.88448
H -0.55384 -3.80526 1.26646
H -1.38268 -3.54878 0.02584
O -3.06596 0.58163 0.29218
H -3.29208 0.11912 -0.51479
H -2.11158 0.65138 0.26943
O -3.38036 -0.30238 -1.48370
H -4.17158 0.18832 -1.70599
H -2.89696 -0.36429 -2.30754
```

Results
Energy above the lowest of the compared OMol25 structures with the same formula, charge and spin: 41.439 eV
Kohn-Sham gap: 7.13 eV
Highest occupied orbital energy: -0.2793 Ha
Calculated total energy: -1988.52827 a.u.

Computed, not measured: a cluster of 2 separate species, C3H10N2 in total, with ωB97M-V/def2-TZVPD.

Structure (XYZ):
```
15
Properties=species:S:1:pos:R:3
C -0.42827 -1.62889 -0.49658
C 0.73760 1.33445 -0.77562
C -1.20992 -0.63167 0.18822
N 0.72369 1.07941 1.47239
N -0.09914 1.27757 0.36983
H -0.07538 -2.38913 0.17879
H -0.96779 -2.14292 -1.24756
H 0.44409 -1.31129 -0.96897
H 1.20741 0.32219 -1.01241
H 0.13066 1.52067 -1.57435
H 1.25728 2.24620 -0.49752
H -1.99260 -0.21177 -0.35995
H -1.21582 -0.72681 1.32473
H 0.10880 0.91236 2.17721
H 1.37940 0.34963 1.22178
```

Results
Energy above the lowest of the compared OMol25 structures with the same formula, charge and spin: 4.595 eV
Kohn-Sham gap (spin up / spin down): 8.61 / 8.43 eV
Highest occupied orbital energy (spin up / spin down): -0.2762 / -0.2719 Ha
Calculated total energy: -229.64039 a.u.

Which formula does entry 1 have?
C4H8N2O2S

The lowest calculated total energy belongs to which entry?
C23H44F8O14P2S